[1]
Molecular formula: C22H37CsN5O3STe
Method: DFT, ωB97M-V with the def2-TZVPD basis set

```
70
Properties=species:S:1:pos:R:3:mulliken_charge:R:1
Cs 1.45 -0.48 2.47 1.2124
Te -1.53 0.64 0.57 -0.4870
S -0.63 -3.19 2.98 0.6714
O 2.44 1.64 1.21 -0.8599
O 0.58 -3.07 3.87 -0.7287
O -2.20 4.26 -2.99 -0.5632
N 1.75 -0.90 -0.61 0.0803
N -0.80 3.06 -0.96 0.1247
N -2.51 -3.28 0.51 -0.3579
N 1.58 -4.78 1.30 -0.3408
N 0.05 -3.34 -1.23 0.9424
C -0.10 2.21 -0.01 -0.9888
C 1.17 5.49 -3.75 -0.4728
C 2.05 -4.12 0.07 -0.4925
C -2.95 5.06 -2.09 -0.5992
C 0.47 2.99 1.14 0.3830
C 1.77 2.66 1.65 -0.0710
C 1.74 -1.58 -1.90 -0.9309
C -1.99 -4.37 -0.31 -0.6083
C -1.92 -2.21 3.76 -0.9942
C 1.55 4.55 3.20 -0.4115
C -0.21 5.28 -3.82 -0.3589
C 1.88 4.90 -2.73 -0.8579
C 0.42 -2.30 -2.18 -1.0935
C 0.28 4.85 2.71 -0.8708
C -1.35 -4.80 3.33 -1.1482
C -1.25 -3.91 -1.56 -1.0213
C 1.08 -4.36 -1.09 -1.1633
C -0.12 3.85 -1.86 0.1822
C -0.23 4.06 1.69 0.0344
C -0.84 4.48 -2.89 0.4499
C 2.27 3.49 2.68 -0.7874
C 1.26 4.08 -1.79 -0.4429
H 1.65 -4.44 -2.03 0.3591
H -0.38 -1.55 -2.18 0.4940
H -3.28 -2.83 0.02 0.3243
H -3.98 4.73 -2.15 0.2464
H -0.30 5.67 3.11 0.3650
H 1.98 5.16 3.99 0.3404
H -2.88 6.12 -2.37 0.3209
H -2.30 -4.87 2.81 0.3139
H 3.27 3.27 3.05 0.3950
H 0.73 1.70 -0.50 0.6376
H -2.82 -5.03 -0.59 0.4995
H 2.38 -0.11 -0.61 0.1392
H -0.65 -5.54 2.95 0.2472
H -2.59 4.93 -1.06 0.1485
H -1.22 4.27 1.28 0.3657
H -1.79 -2.55 0.56 0.0115
H -1.73 -1.16 3.55 0.2526
H -2.87 -2.49 3.30 0.3109
H -1.85 -3.13 -2.04 0.4823
H 1.84 3.63 -1.00 0.3837
H -1.15 -4.73 -2.29 0.4006
H -1.91 -2.41 4.83 0.3897
H -1.30 -4.96 0.30 0.0883
H -0.81 5.72 -4.61 0.4107
H 0.49 -2.72 -3.20 0.2907
H 2.95 5.06 -2.65 0.3894
H 1.87 -4.27 2.13 0.2464
H 3.05 -4.45 -0.22 0.2830
H 1.97 -5.71 1.37 0.1979
H 0.60 -5.33 -0.93 0.5359
H 0.82 -0.52 -0.42 -0.3605
H 2.10 -3.04 0.25 0.0480
H 1.66 6.12 -4.48 0.3510
H 1.88 -0.89 -2.74 0.4896
H 2.57 -2.29 -1.94 0.3396
H -1.68 2.69 -1.31 0.3712
H -1.47 -4.90 4.41 0.4608
```

As for the relative energy (zero: lowest compared OMol25 entry of this formula, charge and spin): 0.005 eV. The calculation puts the energy at -55685.08089 eV. As for the gap between HOMO and LUMO: 0.1953 Ha. Its net charge is -1.

[2]
Molecular formula: C22H37IrN4OS2SbSe4
Method: DFT, ωB97M-V with the def2-TZVPD basis set

```
72
Properties=species:S:1:pos:R:3:mulliken_charge:R:1
Ir 1.71 -0.51 2.11 0.8440
Sb 0.96 1.48 5.33 0.4616
Se 1.77 2.45 7.50 -0.3246
Se 2.90 -0.01 4.77 -0.4836
Se 2.67 1.54 1.82 -0.2753
Se -0.40 -0.45 6.26 -0.3075
S 1.46 -1.61 -0.47 -0.5133
S -6.57 2.99 0.24 -0.1157
O -7.82 5.04 1.18 -0.5411
N -0.19 0.16 -1.56 -0.0273
N 2.03 0.60 -1.83 0.1488
N 3.53 -1.78 2.17 -0.6349
N 0.77 -2.11 3.16 -0.7418
C 4.35 -0.83 -4.43 -1.1667
C -2.58 2.49 0.67 -0.3764
C -3.82 3.01 0.33 -0.3415
C -2.03 -1.26 -3.75 -0.5717
C 3.90 0.61 -4.23 -0.1210
C -4.99 2.35 0.70 -0.3977
C -0.09 0.29 1.89 0.1575
C -6.85 4.36 1.36 0.6394
C 2.42 -3.91 2.83 -0.5666
C -1.36 -0.68 -1.33 -0.9122
C 3.47 0.39 -1.72 -0.5134
C 1.08 -0.20 -1.33 0.1421
C -5.87 4.60 2.48 -0.9694
C -4.90 1.16 1.41 -0.3800
C 0.96 -3.49 2.69 -0.6888
C 4.19 1.14 -2.83 -1.0654
C -3.66 0.63 1.74 -0.4652
C -1.20 0.74 1.70 -0.4769
C -2.48 1.29 1.38 0.3930
C -1.57 -1.76 -2.38 -0.4842
C -0.94 -0.61 -4.60 -1.0037
C 3.37 -3.22 1.87 -0.6318
H 3.64 -0.68 -1.80 0.5035
H -5.46 3.68 2.89 0.3304
H 1.17 -2.01 4.10 0.2299
H -2.44 -2.11 -4.31 0.3500
H -3.88 3.93 -0.24 0.4989
H 2.47 -4.98 2.63 0.3631
H -2.86 -0.56 -3.62 0.2626
H -1.67 3.01 0.40 0.4977
H -6.39 5.17 3.26 0.3323
H 4.19 -1.37 1.51 0.2431
H 3.82 0.71 -0.73 -0.0037
H 5.38 -0.97 -4.11 0.3139
H 4.39 1.25 -4.96 0.3593
H -5.80 0.64 1.70 0.4340
H -3.60 -0.30 2.30 0.4897
H -2.22 -0.01 -1.28 0.5445
H -0.34 0.98 -2.14 0.3443
H 0.64 -3.54 1.65 0.2984
H -0.21 -1.87 3.26 0.3788
H -1.24 -1.12 -0.34 0.1960
H 2.82 0.68 -4.43 0.1232
H 2.74 -3.77 3.87 0.3354
H 3.73 -1.54 -3.87 0.2494
H 4.29 -1.12 -5.48 0.3691
H -0.04 -1.24 -4.62 0.2541
H 3.94 -1.66 3.09 0.2556
H -0.64 -2.33 -2.49 0.2500
H -1.27 -0.47 -5.63 0.4298
H 4.35 -3.70 1.91 0.4452
H -5.04 5.20 2.11 0.2701
H 3.92 2.20 -2.77 0.3589
H 3.00 -3.31 0.85 0.2664
H 5.26 1.09 -2.63 0.3900
H -0.65 0.37 -4.23 0.1744
H 0.32 -4.16 3.28 0.4322
H -2.31 -2.45 -1.98 0.4254
H 1.74 1.46 -2.26 0.3151
```

As for the relative energy (zero: lowest compared OMol25 entry of this formula, charge and spin): 0.031 eV. As for the spin multiplicity: 6. The calculation puts the energy at -323854.40000 eV. As for the gap between HOMO and LUMO (spin up / spin down): 0.2507 / 0.2048 Ha.

[3]
Molecular formula: C22H37N3O3
Method: DFT, ωB97M-V with the def2-TZVPD basis set

```
65
Properties=species:S:1:pos:R:3:mulliken_charge:R:1
O 1.87 0.31 -0.08 -0.6858
O 3.70 3.96 3.17 -0.3155
O 4.35 6.02 -1.76 -0.6857
N 2.21 2.49 0.21 0.3368
N 3.55 7.20 -0.02 -0.0778
N 4.17 5.26 2.83 -0.8021
C 1.47 1.64 -2.06 2.8791
C 3.60 4.17 0.90 0.6619
C 2.48 7.48 -2.20 0.9189
C -0.11 2.97 -3.59 -1.6663
C 1.95 6.46 -3.20 0.1664
C 1.86 1.43 -0.58 -0.4860
C 4.54 6.68 0.91 -0.8447
C 2.01 9.66 -3.45 -0.8377
C 1.56 7.89 -5.28 -0.8147
C 2.61 3.87 -0.21 -0.3407
C 3.54 6.82 -1.33 -0.0835
C 0.40 2.73 -2.17 -0.2324
C 2.58 2.19 1.62 -0.8882
C 0.93 0.29 -2.59 -1.0170
C 4.06 5.43 1.57 -0.0180
C 2.72 2.00 -2.90 -0.9151
C 0.93 6.98 -4.21 -0.8743
C -0.42 -0.16 -2.03 -1.3712
C 2.87 3.60 2.08 0.1346
C 3.08 8.75 -2.83 -1.0234
C 1.66 9.37 -4.91 -0.7155
C 4.02 1.36 -2.42 -1.3282
H 0.99 7.81 -6.21 0.4248
H 0.70 9.86 -5.13 0.3265
H 2.56 7.50 -5.51 0.3257
H 3.83 8.47 -3.57 0.3557
H 0.70 3.24 -4.27 0.2967
H 2.80 6.03 -3.73 0.3875
H 3.61 9.30 -2.05 0.4744
H 2.85 3.09 -2.94 -0.1426
H -1.23 0.52 -2.32 0.2916
H -0.44 2.48 -1.52 0.6442
H 3.46 1.54 1.67 0.3823
H -0.39 -0.23 -0.95 0.2889
H 2.52 1.69 -3.92 0.6211
H 1.66 7.80 -1.54 0.3914
H -0.67 -1.14 -2.42 0.4404
H 4.83 1.57 -3.12 0.4753
H -0.83 3.80 -3.60 0.4502
H 1.50 5.63 -2.63 -0.7046
H 4.32 1.73 -1.44 0.1472
H 4.50 3.57 0.71 0.1804
H 0.80 3.67 -1.80 -0.5622
H 3.06 3.88 -1.19 0.2322
H 1.75 1.70 2.12 0.3227
H 1.11 9.61 -2.83 0.3708
H 2.40 9.84 -5.56 0.3262
H 2.35 10.70 -3.38 0.3753
H 1.92 4.14 2.20 0.2895
H 3.92 0.27 -2.34 0.3368
H 0.86 0.38 -3.67 0.4877
H 4.77 7.43 1.66 0.4728
H 0.49 6.11 -4.71 0.2807
H 2.84 7.83 0.32 0.2605
H 5.44 6.46 0.33 0.2761
H 1.76 4.55 -0.18 0.1031
H 0.11 7.50 -3.71 0.4226
H 1.67 -0.48 -2.38 0.4568
H -0.61 2.09 -4.00 0.4176
```

As for the relative energy (zero: lowest compared OMol25 entry of this formula, charge and spin): 1.816 eV. The calculation puts the energy at -34026.82054 eV. As for the gap between HOMO and LUMO: 0.3601 Ha.

Question: What is the energy in the second record?
Answer: -323854.40000 eV